The following is a quantum chemistry calculation of a cluster of 10 separate species, C58H128N8O9 in total at a distorted geometry, from OMol25.

The geometry in ORCA input format:
```
! RIJCOSX wB97M-V def2-TZVPD def2/J DEFGRID3
* xyz 4 1
N 0.82789 -0.28414 -0.60896
O 1.38079 -0.38395 -1.74104
O 1.55570 0.17012 0.29437
O -0.25502 -0.83862 -0.37933
C -0.93672 0.02338 -4.44566
C 0.28735 0.83915 -4.84988
C 1.13414 0.10254 -5.86904
N 2.27545 0.90821 -6.48401
C 1.95253 2.31822 -6.87884
C 2.72038 0.15566 -7.73936
C 4.21596 0.44421 -7.81643
C 4.71956 0.46952 -6.37414
C 3.49073 0.89533 -5.55148
H -1.73202 -0.13759 -5.17719
H -1.45463 0.57214 -3.65044
H -0.77021 -0.94831 -3.98000
H 0.97557 0.91598 -3.99803
H 0.04980 1.85529 -5.16155
H 0.55965 0.02213 -6.79988
H 1.49786 -0.87277 -5.55682
H 1.05780 2.32671 -7.50351
H 2.73519 2.66590 -7.54723
H 1.79653 2.90917 -5.98399
H 2.13670 0.41062 -8.61961
H 2.59128 -0.91288 -7.55898
H 4.27022 1.40395 -8.33672
H 4.77397 -0.28730 -8.39531
H 5.58864 1.09354 -6.19191
H 4.96303 -0.57569 -6.18155
H 3.56914 1.88337 -5.09921
H 3.23098 0.22283 -4.73435
C 5.02494 4.14603 5.81663
C 4.14979 4.16428 4.55659
C 2.76639 3.59761 4.78807
N 1.73169 3.97699 3.75576
C 1.29663 5.41820 3.94497
C 0.51279 2.97567 3.93368
C 0.24626 2.28402 2.56595
C 0.90716 3.28998 1.66858
C 2.20616 3.56508 2.35390
H 5.37385 3.11238 5.84622
H 4.47333 4.48211 6.69152
H 5.91524 4.76142 5.71067
H 4.63283 3.59960 3.75502
H 4.11130 5.17831 4.14028
H 2.31826 3.91069 5.73733
H 2.77035 2.50937 4.86786
H 0.96209 5.71422 2.95300
H 2.24879 5.92974 4.06329
H 0.61784 5.44251 4.78583
H -0.36646 3.58133 4.14988
H 0.72520 2.31713 4.77057
H -0.83503 2.23271 2.44039
H 0.73019 1.31402 2.51101
H 0.32341 4.19894 1.50960
H 1.03364 2.79741 0.69955
H 2.80507 4.34892 1.89280
H 2.82077 2.67671 2.52057
C 3.67098 -3.80524 6.63089
C 2.27387 -3.84051 5.98749
C 1.76381 -2.41447 6.05264
N 0.34361 -2.25951 5.49092
C -0.75101 -3.02508 6.22052
C 0.29654 -2.62595 4.02667
C -0.86672 -1.81429 3.39037
C -1.10270 -0.67612 4.41384
C -0.02198 -0.79191 5.49180
H 4.02107 -4.77642 6.98819
H 3.78353 -3.04030 7.39578
H 4.48044 -3.64299 5.91368
H 1.54607 -4.44079 6.53834
H 2.32001 -4.26157 4.98394
H 2.35723 -1.68296 5.49699
H 1.76168 -2.07516 7.08991
H -0.50616 -4.08374 6.17581
H -1.65104 -2.85153 5.64281
H -0.65081 -2.69827 7.25136
H 0.11353 -3.69695 4.04149
H 1.24611 -2.32130 3.59003
H -1.73934 -2.45580 3.27072
H -0.49448 -1.48939 2.41909
H -2.12122 -0.57473 4.79134
H -0.90896 0.32695 4.02258
H -0.31392 -0.46464 6.48623
H 0.87315 -0.28226 5.13803
C -1.00195 -8.63113 -0.97642
C -1.53809 -7.26898 -0.56495
C -1.32302 -6.20646 -1.64025
N -1.87333 -4.85148 -1.21546
C -1.11386 -4.29664 -0.06292
C -3.37166 -4.89680 -0.95084
C -3.90155 -3.51205 -1.18866
C -2.93336 -2.91528 -2.25204
C -1.80738 -3.92106 -2.42778
H -0.19436 -8.51088 -1.71132
H -1.59677 -9.40407 -1.46345
H -0.49760 -9.15373 -0.16244
H -1.06314 -6.91348 0.34865
H -2.59384 -7.47150 -0.36271
H -1.89994 -6.56457 -2.49495
H -0.27868 -6.10604 -1.93660
H -1.49964 -3.30325 0.16787
H -0.09678 -4.10617 -0.41862
H -1.03506 -4.93822 0.80792
H -3.43311 -5.26890 0.07119
H -3.78250 -5.66305 -1.60647
H -3.74580 -2.90247 -0.29505
H -4.93302 -3.39402 -1.50626
H -2.46954 -2.00426 -1.86528
H -3.51318 -2.62466 -3.12575
H -0.83417 -3.45263 -2.59036
H -1.94949 -4.65272 -3.22168
C -2.98485 -0.02318 1.01654
C -4.21829 0.05716 1.90696
C -5.50148 -0.23391 1.16405
N -6.72097 -0.10655 2.04822
C -6.81998 1.23507 2.75481
C -6.89013 -1.27928 3.02574
C -8.38684 -1.49886 3.20710
C -9.10953 -0.61206 2.18080
C -7.98643 -0.25971 1.21815
H -3.06655 0.59940 0.12797
H -2.73949 -1.05296 0.74575
H -2.13771 0.24442 1.64883
H -4.29419 1.12852 2.13264
H -4.05492 -0.50387 2.82650
H -5.44532 -1.30133 0.94046
H -5.66335 0.44091 0.32706
H -6.30531 1.96076 2.13160
H -6.28120 1.08120 3.68673
H -7.84011 1.53705 2.96246
H -6.44079 -1.20274 4.01274
H -6.42241 -2.08819 2.46556
H -8.71864 -1.19512 4.20042
H -8.75717 -2.51487 3.08736
H -9.59658 0.27878 2.58473
H -10.00591 -1.07509 1.76761
H -8.14074 0.69812 0.71223
H -7.81256 -0.91691 0.36487
C -0.96450 2.72124 -1.82804
C -2.46031 3.00781 -1.87975
C -2.75079 4.21105 -2.78603
N -4.17940 4.64850 -2.85513
C -4.56685 5.54995 -1.69450
C -5.22439 3.55981 -3.08509
C -5.04294 3.18590 -4.54296
C -4.91981 4.50050 -5.27107
C -4.33877 5.40956 -4.19312
H -0.35610 3.55739 -1.47892
H -0.59438 2.33304 -2.77686
H -0.66095 1.92080 -1.14669
H -2.80054 3.17890 -0.84846
H -3.01277 2.07736 -2.04105
H -2.35284 4.02614 -3.78229
H -2.18272 5.06315 -2.41183
H -5.57532 5.91263 -1.83365
H -3.76642 6.28278 -1.61854
H -4.35821 4.88984 -0.85131
H -6.19233 4.00178 -2.85115
H -5.07687 2.74585 -2.37610
H -5.80846 2.50449 -4.91260
H -4.10659 2.63141 -4.65220
H -5.87580 4.90317 -5.59234
H -4.25217 4.26261 -6.09673
H -5.04772 6.22411 -4.02663
H -3.43822 5.99027 -4.39393
C 7.34101 -2.67885 0.23476
C 6.58974 -1.37366 0.46403
C 5.51869 -0.90466 -0.51383
N 5.80077 0.48602 -1.16999
C 7.08035 0.28986 -1.93820
C 5.88052 1.65558 -0.20504
C 4.44475 2.13059 -0.13279
C 3.95495 2.03749 -1.61156
C 4.61827 0.74100 -2.09559
H 8.11300 -2.77733 0.99624
H 7.80529 -2.84867 -0.73602
H 6.63422 -3.49126 0.42366
H 7.39407 -0.62809 0.46618
H 6.17393 -1.41500 1.47088
H 4.51205 -0.86017 -0.10825
H 5.58011 -1.50085 -1.42323
H 7.12501 1.09335 -2.67571
H 7.02517 -0.60630 -2.55314
H 7.94383 0.29691 -1.28413
H 6.47716 2.44611 -0.65633
H 6.25451 1.21791 0.71737
H 4.49090 3.07544 0.41228
H 3.87924 1.47847 0.53557
H 4.38407 2.89770 -2.12884
H 2.87199 1.99615 -1.69294
H 5.03190 0.83394 -3.09730
H 3.91331 -0.08332 -2.02030
O 2.46613 -0.16521 3.09284
C 3.79196 -0.03295 3.51644
O 4.26864 -0.92419 4.22029
O 4.37914 0.98100 3.06646
H 2.54437 0.03012 2.14974
O 3.19454 -2.32024 -2.94941
C 2.86055 -3.64235 -3.08130
O 3.70004 -4.45614 -3.49650
O 1.67388 -3.96771 -2.76442
H 2.37630 -1.90020 -2.65913
*
```

Its relative energy (zero: lowest compared OMol25 entry of this formula, charge and spin) is 0.0 kJ/mol. The calculation puts the molar mass at 1081.71 g mol⁻¹. The orbital gap comes out at 4.9 eV. The calculation puts the LUMO energy at -7.9 eV.

Here are the Mulliken charges for atoms 1 to 6, given in e:
1 N -0.13
2 O -0.11
3 O -0.75
4 O -0.23
5 C -0.83
6 C 0.82